Record 1
Entry from the Open Molecules 2025 dataset: a single C30H34N4O8 molecule (ωB97M-V/def2-TZVPD).

```
76
Properties=species:S:1:pos:R:3:mulliken_charge:R:1
C 4.007 2.487 0.313 -1.09
H 5.043 2.661 0.594 0.41
H 3.988 1.930 -0.621 0.23
H 3.526 3.448 0.149 0.34
C 3.285 1.696 1.405 -1.47
C 1.857 1.412 1.022 0.94
C 1.581 0.313 0.291 -0.54
N 0.282 -0.006 -0.084 1.61
C -0.095 -0.780 -1.144 -0.04
O 0.582 -1.499 -1.817 -0.62
O -1.437 -0.611 -1.342 -0.45
C -1.917 0.330 -0.480 0.79
N -3.045 0.867 -0.512 -0.22
C -4.030 0.480 -1.482 -0.43
C -5.317 0.092 -0.768 0.57
O -5.704 0.540 0.275 -0.58
O -5.971 -0.824 -1.486 -0.32
C -7.217 -1.286 -0.978 -0.73
H -7.298 -2.338 -1.242 0.24
H -8.030 -0.722 -1.440 0.29
H -7.253 -1.152 0.104 0.35
H -3.713 -0.340 -2.134 0.31
H -4.258 1.360 -2.094 0.31
C -0.859 0.606 0.564 -0.99
C -0.621 2.077 0.935 -0.61
C 0.818 2.387 1.280 0.50
C 1.042 3.641 1.698 -0.99
C -0.091 4.614 1.700 -1.47
H 0.265 5.631 1.861 0.60
H -0.817 4.375 2.482 0.42
C -0.795 4.540 0.327 -0.02
C 0.147 5.104 -0.725 0.17
O 0.634 6.199 -0.768 -0.64
N 0.372 4.107 -1.650 0.09
C -0.290 2.928 -1.407 -0.16
O -0.224 1.950 -2.103 -0.57
C -1.080 3.105 -0.126 -0.20
H -2.139 2.926 -0.327 1.20
H 0.983 4.232 -2.447 0.26
H -1.699 5.153 0.353 0.43
H 2.022 4.001 1.958 0.45
H -1.236 2.283 1.817 0.84
C -1.219 -0.222 1.839 -0.59
C -1.943 -1.496 1.490 -0.01
C -3.333 -1.519 1.479 -0.52
C -4.011 -2.662 1.099 -0.49
C -3.309 -3.795 0.722 -0.69
C -1.926 -3.784 0.748 -0.85
C -1.244 -2.643 1.135 -0.28
H -0.166 -2.647 1.169 0.81
H -1.371 -4.666 0.465 0.46
H -3.840 -4.685 0.417 0.41
H -5.091 -2.668 1.097 0.48
H -3.885 -0.633 1.759 0.46
H -1.863 0.386 2.473 0.65
H -0.288 -0.439 2.366 0.32
O 2.569 -0.493 -0.190 -0.27
C 2.492 -1.834 0.133 0.34
O 1.866 -2.215 1.095 -0.74
N 3.225 -2.591 -0.687 0.51
C 3.856 -2.040 -1.870 -0.54
C 5.162 -1.315 -1.552 -0.96
H 5.877 -1.987 -1.085 0.31
H 4.975 -0.484 -0.878 0.09
H 5.596 -0.927 -2.470 0.39
H 4.044 -2.868 -2.555 0.52
H 3.153 -1.351 -2.345 0.20
C 3.248 -4.024 -0.473 -0.72
C 4.640 -4.538 -0.119 -1.25
H 5.017 -4.022 0.761 0.31
H 5.334 -4.387 -0.941 0.29
H 4.590 -5.601 0.097 0.42
H 2.880 -4.520 -1.377 0.47
H 2.557 -4.233 0.346 0.30
H 3.310 2.245 2.346 0.62
H 3.801 0.746 1.554 0.39
```

Calculated values
DFT total energy (eV): -54005.11577


Record 2
Entry from the Open Molecules 2025 dataset: a 4-piece molecular cluster, C27H40N4O5S overall (ωB97M-V/def2-TZVPD).

```
77
Properties=species:S:1:pos:R:3:mulliken_charge:R:1
C -2.293 3.175 -1.983 -0.74
C -2.297 2.402 -3.262 0.67
O -1.789 2.777 -4.285 -0.59
O -2.955 1.201 -3.185 -0.36
C -2.130 0.056 -3.451 -1.14
C -1.163 -0.220 -2.315 0.59
C -1.850 -0.265 -0.940 -1.06
C -1.519 -1.524 -0.151 -1.34
C -0.108 -1.620 0.367 1.56
C 0.373 -2.857 0.795 -0.77
C 1.656 -3.016 1.270 -0.84
C 2.490 -1.912 1.330 0.57
C 2.022 -0.660 0.925 -0.93
C 0.735 -0.520 0.442 -0.35
N 2.889 0.489 1.005 -0.35
C 4.136 0.213 0.343 0.06
C 4.623 1.073 -0.624 -0.46
C 5.837 0.809 -1.231 -0.56
C 6.566 -0.317 -0.887 -0.48
C 6.075 -1.198 0.059 -0.65
C 4.861 -0.931 0.672 0.64
S 4.168 -2.027 1.879 -0.33
H -2.144 4.229 -2.192 0.42
H -3.235 3.059 -1.453 0.28
H -1.503 2.819 -1.326 0.16
H -1.604 0.220 -4.392 0.44
H -2.815 -0.781 -3.573 0.38
H -0.642 -1.159 -2.517 -0.36
H -0.396 0.560 -2.334 0.31
H -2.929 -0.257 -1.092 0.68
H -1.598 0.626 -0.368 0.31
H -2.238 -1.640 0.663 0.46
H -1.661 -2.380 -0.816 0.31
H -0.292 -3.708 0.716 0.45
H 2.020 -3.988 1.572 0.50
H 0.435 0.472 0.137 0.47
H 3.120 0.608 1.992 0.39
H 4.034 1.945 -0.867 0.45
H 6.216 1.485 -1.984 0.39
H 7.512 -0.532 -1.362 0.39
H 6.611 -2.097 0.328 0.40
C 1.302 -3.262 -3.166 0.27
O 0.432 -3.404 -2.326 -0.65
N 2.068 -4.259 -3.641 0.15
C 3.097 -4.034 -4.636 -0.94
C 1.850 -5.601 -3.128 -0.94
H 1.544 -2.279 -3.605 0.14
H 2.895 -4.617 -5.537 0.34
H 4.076 -4.319 -4.246 0.35
H 3.122 -2.980 -4.901 0.31
H 0.829 -5.925 -3.329 0.29
H 2.006 -5.625 -2.050 0.27
H 2.547 -6.283 -3.610 0.39
C -3.322 5.337 1.453 0.12
O -2.742 4.667 0.620 -0.55
N -4.602 5.736 1.347 0.11
C -5.251 6.534 2.367 -0.91
C -5.350 5.345 0.164 -0.88
H -2.835 5.678 2.383 0.24
H -6.115 6.006 2.777 0.33
H -5.587 7.487 1.955 0.33
H -4.550 6.731 3.175 0.29
H -5.395 4.258 0.084 0.27
H -4.868 5.729 -0.736 0.28
H -6.359 5.744 0.232 0.37
C -1.014 0.456 5.458 0.10
O -1.540 0.734 6.519 -0.60
N -0.698 -0.793 5.066 0.14
C -0.070 -1.066 3.787 -0.88
C -1.003 -1.895 5.960 -0.98
H -0.745 1.223 4.711 0.30
H -0.687 -1.719 3.170 0.44
H 0.896 -1.549 3.953 0.38
H 0.094 -0.135 3.251 0.16
H -2.073 -1.936 6.165 0.31
H -0.485 -1.769 6.912 0.31
H -0.687 -2.826 5.496 0.37
```

Calculated values
DFT total energy (eV): -55681.63181
Energy above the lowest of the compared OMol25 structures with the same formula, charge and spin (eV): 2.4326


Record 3
Entry from the Open Molecules 2025 dataset: a single C6H10N4O2S2 molecule (ωB97M-V/def2-TZVPD).

```
24
Properties=species:S:1:pos:R:3:mulliken_charge:R:1
C -1.456 -0.043 1.408 -0.80
C 2.637 -0.782 -0.427 -0.32
C -0.788 -0.259 0.028 0.78
C 0.481 0.598 -0.131 0.44
C -1.465 -2.517 -0.350 -0.76
C 1.171 2.849 -0.096 -0.85
N -2.809 0.391 1.229 -0.34
N 1.985 -0.299 -1.589 -0.49
N 0.994 0.374 -1.455 -0.15
N -3.173 0.638 0.097 -0.13
O -0.423 -1.564 -0.267 -0.33
O 0.142 1.897 0.125 -0.30
S 1.796 -0.085 1.039 -0.21
S -2.081 0.417 -1.141 0.07
H -1.436 -0.959 2.002 0.42
H -0.929 0.736 1.966 0.36
H 2.569 -1.872 -0.416 0.29
H 3.687 -0.487 -0.454 0.34
H -0.969 -3.470 -0.518 0.33
H -2.128 -2.291 -1.190 0.35
H -2.052 -2.565 0.571 0.31
H 0.733 3.811 0.153 0.33
H 1.490 2.838 -1.142 0.35
H 2.025 2.644 0.557 0.32
```

Calculated values
DFT total energy (eV): -38106.61554
Energy above the lowest of the compared OMol25 structures with the same formula, charge and spin (eV): 1.4980